{
  "formula": "C53H48NO4P4S2Sn",
  "method": "ωB97M-V with the def2-TZVPD basis set",
  "species": ["Sn", "O", "S", "C", "C", "C", "C", "C", "C", "P", "C", "C", "C", "C", "C", "C", "C", "C", "C", "C", "C", "C", "C", "C", "C", "C", "C", "C", "P", "C", "C", "C", "C", "C", "C", "C", "C", "C", "C", "C", "C", "H", "H", "H", "H", "H", "H", "H", "H", "H", "H", "H", "H", "H", "H", "H", "H", "H", "H", "H", "H", "H", "H", "H", "H", "H", "H", "H", "H", "C", "P", "C", "C", "C", "C", "C", "C", "C", "P", "C", "C", "H", "H", "H", "H", "H", "H", "H", "H", "H", "H", "H", "H", "H", "H", "H", "H", "O", "C", "N", "S", "O", "O", "C", "C", "C", "C", "C", "C", "H", "H", "H", "H"],
  "xyz": [[-0.68, -0.67, 0.16], [-1.32, 1.00, 1.91], [-0.82, 2.23, 1.22], [-2.32, 3.21, 1.13], [-3.00, 3.96, 2.06], [-4.25, 4.46, 1.71], [-4.79, 4.21, 0.46], [-4.10, 3.43, -0.47], [-2.86, 2.92, -0.13], [-1.86, 1.82, -1.20], [-0.71, 2.84, -2.14], [-0.33, 4.10, -1.69], [0.53, 4.87, -2.46], [1.02, 4.37, -3.66], [0.69, 3.09, -4.08], [-0.17, 2.32, -3.32], [-3.13, 1.21, -2.36], [-4.04, 0.30, -1.84], [-5.17, -0.04, -2.55], [-5.39, 0.54, -3.80], [-4.46, 1.42, -4.33], [-3.32, 1.76, -3.63], [0.43, 2.86, 2.35], [0.40, 4.13, 2.89], [1.44, 4.53, 3.72], [2.52, 3.68, 3.94], [2.54, 2.42, 3.37], [1.49, 1.99, 2.56], [1.57, 0.25, 1.97], [2.09, -0.49, 3.56], [3.28, -1.19, 3.75], [3.66, -1.55, 5.03], [2.86, -1.24, 6.12], [1.67, -0.56, 5.93], [1.28, -0.19, 4.66], [3.04, 0.15, 0.93], [3.32, -1.13, 0.45], [4.41, -1.33, -0.39], [5.19, -0.25, -0.75], [4.89, 1.03, -0.31], [3.80, 1.24, 0.52], [-2.60, 4.14, 3.04], [-4.81, 5.04, 2.43], [-5.75, 4.61, 0.20], [-4.53, 3.24, -1.45], [-0.72, 4.49, -0.76], [0.80, 5.86, -2.13], [1.67, 4.99, -4.27], [1.10, 2.70, -4.99], [-0.43, 1.31, -3.63], [-3.85, -0.12, -0.85], [-5.89, -0.73, -2.15], [-6.30, 0.31, -4.34], [-4.63, 1.86, -5.31], [-2.62, 2.46, -4.05], [-0.41, 4.81, 2.69], [1.41, 5.49, 4.20], [3.34, 4.00, 4.55], [3.38, 1.77, 3.54], [3.93, -1.42, 2.92], [4.60, -2.05, 5.18], [3.17, -1.53, 7.11], [1.05, -0.30, 6.78], [0.36, 0.36, 4.50], [2.83, -2.99, 0.65], [4.63, -2.32, -0.76], [6.03, -0.41, -1.41], [5.49, 1.87, -0.61], [3.54, 2.23, 0.85], [-3.21, -3.08, 2.69], [-1.58, -2.73, 1.94], [-0.54, -2.70, 3.44], [-1.12, -4.22, 1.01], [-0.64, -5.34, 1.67], [-0.26, -6.46, 0.94], [-0.32, -6.44, -0.44], [-0.79, -5.32, -1.11], [-1.23, -4.21, -0.39], [-2.02, -2.81, -1.24], [-2.06, -3.21, -3.01], [-3.79, -3.10, -0.80], [-3.09, -3.93, 3.36], [-3.98, -3.31, 1.95], [-3.52, -2.20, 3.26], [-0.82, -3.51, 4.11], [-0.74, -1.75, 3.94], [0.51, -2.75, 3.18], [-0.56, -5.35, 2.74], [0.08, -7.34, 1.46], [-0.02, -7.31, -1.01], [-0.80, -5.30, -2.18], [-1.06, -3.20, -3.44], [-2.68, -2.47, -3.51], [-2.51, -4.20, -3.15], [-3.88, -4.07, -0.31], [-4.38, -3.12, -1.72], [-4.19, -2.33, -0.15], [1.06, 1.14, -0.82], [1.48, 0.18, -1.49], [0.94, -1.03, -1.33], [1.81, -2.29, -2.06], [2.46, -2.12, 0.84], [0.86, -3.03, -2.88], [2.69, -1.07, -3.07], [3.55, -1.29, -4.12], [4.21, -0.19, -4.66], [4.04, 1.08, -4.13], [3.18, 1.29, -3.06], [2.49, 0.20, -2.54], [3.70, -2.28, -4.52], [4.87, -0.33, -5.50], [4.58, 1.91, -4.55], [3.05, 2.27, -2.62]],
  "e_homo_ev": -15.44,
  "e_lumo_ev": -10.00,
  "largest_force_ev_per_a": 2.2,
  "orbital_gap_ev": 5.441,
  "total_charge": 3,
  "e_tot_ev": -130053.1185
}